(1)
{"formula": "C4H12OS2", "method": "ωB97M-V with the def2-TZVPD basis set", "symbols": ["C", "C", "C", "S", "S", "C", "H", "H", "H", "H", "H", "H", "H", "H", "H", "H", "H", "H", "O"], "xyz": [[-1.22004, 0.70164, -0.74650], [-1.36734, 2.01951, -1.49891], [-0.09525, 0.72327, 0.27154], [1.56604, 0.88910, -0.45245], [1.74996, -0.91532, -1.46204], [3.19906, -1.54934, -0.61179], [-1.01311, 0.00194, -1.55580], [-2.15173, 0.45403, -0.25979], [-1.74571, 2.86231, -0.93439], [-1.89972, 1.86866, -2.41942], [-0.40983, 2.40538, -1.88102], [-0.06178, -0.04831, 1.03902], [-0.18345, 1.65954, 0.82119], [4.06355, -0.90023, -0.72474], [3.52542, -2.47696, -1.08472], [2.99111, -1.65504, 0.44133], [-1.63125, -2.23222, 3.34048], [-2.78816, -1.93873, 4.31993], [-2.52776, -1.86923, 3.39811]], "atomic_forces_ev_per_a": [[0.42, 0.38, -0.69], [1.12, 0.61, -0.25], [0.44, 0.57, 0.27], [-0.19, -0.28, -0.30], [0.09, 0.38, -0.04], [0.59, -0.03, -0.15], [-0.07, -0.63, 0.40], [-0.29, -0.29, 0.11], [-0.55, -0.05, 0.27], [-0.84, 0.03, -0.19], [0.14, -0.42, 0.32], [-0.31, -0.32, -0.34], [0.02, 0.21, 0.22], [-0.13, 0.37, -0.04], [-0.43, -0.21, 0.16], [-0.02, -0.32, 0.26], [-0.38, 0.12, 0.14], [0.09, -0.05, 0.06], [0.30, -0.06, -0.21]], "largest_force_ev_per_a": 1.30, "relative_energy_kcal_mol": 8.30, "homo_lumo_gap_ev": 9.02, "total_energy_ev": -28060.5059, "smiles": "CCCSSC.O"}

(2)
{"formula": "C3H6N4", "method": "ωB97M-V with the def2-TZVPD basis set", "symbols": ["C", "C", "C", "H", "H", "H", "H", "H", "H", "N", "N", "N", "N"], "xyz": [[1.34817, 0.61893, -1.63865], [-1.52616, -0.35350, -0.09393], [0.49720, 0.19858, 1.06094], [1.88103, 1.14553, -0.80313], [1.73245, 0.83258, -2.68313], [-2.09787, -0.41975, -1.09198], [-3.10727, -0.61655, 0.78871], [-0.26218, 0.57146, 1.78718], [2.25209, -0.44333, 0.65460], [0.27977, -0.04888, -1.46501], [-0.18541, -0.15059, -0.14741], [-2.14408, -0.43767, 1.00791], [1.71922, 0.08657, 1.37273]], "atomic_forces_ev_per_a": [[0.74, 1.05, -0.39], [-2.35, -0.32, -1.01], [-0.76, 0.21, 0.44], [-0.41, -0.60, -0.83], [-0.72, -0.67, 1.31], [1.50, 0.07, 1.25], [-0.56, 0.07, 0.22], [0.82, -0.12, -0.47], [-0.32, 0.63, 0.38], [0.83, 0.42, 0.29], [1.21, 0.16, -0.57], [0.21, -0.19, 0.13], [-0.18, -0.71, -0.75]], "largest_force_ev_per_a": 2.58, "relative_energy_kcal_mol": 59.64, "homo_lumo_gap_ev": 9.89, "total_energy_ev": -9166.2700, "smiles": "[H]/N=C\\N(/C=N/[H])N=C"}

(3)
{"formula": "C5H11ClF3O3RuSV", "method": "ωB97M-V with the def2-TZVPD basis set", "symbols": ["V", "Cl", "C", "C", "H", "H", "H", "H", "H", "H", "Ru", "C", "C", "H", "H", "H", "H", "H", "F", "C", "F", "F", "S", "O", "O", "O"], "xyz": [[-0.01367, -1.13454, -1.48150], [0.61370, -3.16658, -2.44704], [1.40588, 0.36904, -1.56748], [-1.29016, -0.55189, -3.07295], [1.18881, 0.75623, -2.56108], [1.86555, 1.19927, -1.00292], [2.18564, -0.40252, -1.57612], [-0.94175, 0.31804, -3.65457], [-2.34572, -0.37375, -2.80825], [-1.25910, -1.42954, -3.73894], [-0.06715, 0.51558, 0.09811], [-1.31572, -1.10160, 0.23493], [-1.21490, 1.39944, -1.12991], [-2.33863, -0.73605, 0.17419], [-1.26733, -2.05469, -0.33462], [-1.10563, -1.43011, 1.25933], [-2.27976, 1.15259, -1.17476], [-0.84325, 1.93678, -2.01093], [0.80458, 1.72034, 4.80598], [0.72199, 0.53668, 4.15413], [1.27658, -0.43892, 4.91385], [-0.57694, 0.23848, 3.92075], [1.62749, 0.64101, 2.51490], [0.81733, 1.66926, 1.75075], [2.96958, 1.03791, 2.85015], [1.38262, -0.67045, 1.88401]], "atomic_forces_ev_per_a": [[-0.68, -3.07, -4.09], [0.28, -0.22, 0.14], [2.01, 0.82, 0.02], [-0.27, -0.26, -0.33], [0.11, -0.09, -0.14], [0.01, 0.02, -0.08], [0.29, 0.14, -0.33], [-0.10, -0.19, 0.14], [0.21, -0.03, -0.12], [-0.08, 0.18, -0.02], [1.39, 3.29, 3.65], [-1.37, -2.45, 0.50], [-1.26, 1.42, -0.90], [-0.12, 0.01, 0.00], [-0.86, -0.23, 0.69], [-0.01, 0.11, 0.10], [0.28, 0.11, -0.12], [-0.18, -0.15, 0.30], [-0.21, -1.05, -0.28], [0.21, 0.01, -0.44], [-0.60, 0.84, -0.37], [0.86, 0.22, 0.50], [-0.84, 0.30, -0.83], [1.17, -0.47, 1.45], [-0.71, -0.33, -0.14], [0.50, 1.04, 0.70]], "total_charge": -1, "largest_force_ev_per_a": 5.15, "spin_multiplicity": 8, "homo_lumo_gap_ev": [5.95, 7.02], "total_energy_ev": -71280.4783}

(4)
{"formula": "C35H71NO9", "method": "ωB97M-V with the def2-TZVPD basis set", "symbols": ["C", "C", "O", "N", "C", "H", "H", "H", "H", "H", "H", "H", "C", "C", "C", "O", "C", "H", "H", "H", "H", "H", "H", "H", "H", "C", "C", "C", "O", "C", "H", "H", "H", "H", "H", "H", "H", "H", "C", "C", "C", "O", "C", "H", "H", "H", "H", "H", "H", "H", "H", "C", "C", "C", "O", "C", "H", "H", "H", "H", "H", "H", "H", "H", "C", "C", "C", "O", "C", "H", "H", "H", "H", "H", "H", "H", "H", "C", "C", "C", "O", "C", "H", "H", "H", "H", "H", "H", "H", "H", "C", "C", "C", "O", "C", "H", "H", "H", "H", "H", "H", "H", "H", "C", "C", "C", "O", "C", "H", "H", "H", "H", "H", "H", "H", "H"], "xyz": [[4.36662, 22.45395, -20.73699], [4.50187, 23.62578, -19.80371], [4.67552, 24.73876, -20.31176], [4.63857, 23.42188, -18.49936], [4.74337, 24.47693, -17.50241], [4.52591, 21.45569, -20.32126], [5.02128, 22.49789, -21.60288], [3.32823, 22.52153, -21.07168], [4.78043, 22.53214, -18.04743], [4.53102, 25.42468, -17.99331], [5.77867, 24.63292, -17.17344], [4.20522, 24.22755, -16.59204], [6.43038, 13.34292, -18.76084], [6.26248, 14.30371, -17.57189], [7.63198, 14.95775, -17.45279], [8.33913, 14.60906, -18.65652], [7.96352, 13.25383, -18.87617], [6.09706, 13.86725, -19.65561], [5.88792, 12.40558, -18.66399], [6.03538, 13.73979, -16.66464], [5.44517, 15.00912, -17.72947], [8.20266, 14.44104, -16.66788], [7.74295, 16.03846, -17.38756], [8.49896, 12.51608, -18.27274], [8.20019, 12.97829, -19.90700], [0.65527, 18.34472, -17.75133], [-0.08298, 19.62726, -18.04966], [0.71315, 20.18596, -19.23330], [2.09167, 19.84239, -18.91392], [2.05204, 18.85481, -17.86635], [0.39762, 17.52511, -18.42409], [0.51658, 17.96509, -16.73568], [0.04791, 20.24930, -17.15427], [-1.16384, 19.70258, -18.19249], [0.54266, 21.22782, -19.48695], [0.46315, 19.57932, -20.11022], [2.45505, 19.39904, -17.00791], [2.70996, 17.99992, -18.05942], [6.00312, 19.33130, -17.16676], [6.08143, 19.75954, -15.72774], [6.19477, 21.30688, -15.73386], [6.46307, 21.63660, -17.12552], [6.84770, 20.46067, -17.78531], [4.99550, 19.39624, -17.58846], [6.29070, 18.30224, -17.38264], [6.98269, 19.48988, -15.16728], [5.28183, 19.36901, -15.09331], [7.10563, 21.59850, -15.21354], [5.29984, 21.79059, -15.34904], [7.91924, 20.27640, -17.62790], [6.59675, 20.52776, -18.84704], [3.42186, 18.00570, -11.74244], [4.19472, 16.77256, -12.12341], [4.18106, 16.70555, -13.63349], [2.87153, 17.17163, -13.93899], [2.52393, 18.21639, -13.02479], [3.96974, 18.92408, -11.53694], [2.72432, 17.79240, -10.93428], [3.46056, 15.99109, -11.89538], [5.17664, 16.56458, -11.70371], [4.27923, 15.71630, -14.08049], [4.88490, 17.38024, -14.14453], [1.45256, 18.14879, -12.84467], [2.77419, 19.14031, -13.56072], [6.16110, 23.05609, -10.25810], [6.13932, 21.73213, -11.02953], [6.94368, 22.18032, -12.25421], [6.43410, 23.47865, -12.56962], [5.95973, 24.07259, -11.37359], [7.12140, 23.11360, -9.74760], [5.35658, 23.17852, -9.53114], [5.16127, 21.29166, -11.20166], [6.72336, 21.07724, -10.37583], [6.91774, 21.44944, -13.06146], [8.00869, 22.35872, -12.05344], [4.91539, 24.39539, -11.39219], [6.46115, 24.99477, -11.05108], [9.15400, 15.81833, -12.60106], [8.61241, 15.76517, -11.20231], [8.68908, 17.26366, -10.84514], [8.23211, 17.88405, -12.05603], [8.40068, 16.96034, -13.17022], [9.23163, 14.83848, -13.07826], [10.23193, 16.04595, -12.56048], [9.10928, 15.12144, -10.47269], [7.59341, 15.36641, -11.24546], [9.69102, 17.54421, -10.52390], [7.91942, 17.44587, -10.09465], [8.59112, 17.39531, -14.15134], [7.35531, 16.64636, -13.34315], [11.52491, 20.58912, -14.44846], [12.06587, 21.00916, -15.85407], [11.29954, 20.08093, -16.82618], [10.41263, 19.33440, -16.02672], [10.15438, 20.03257, -14.81349], [11.49333, 21.45777, -13.78722], [12.14952, 19.88008, -13.90394], [13.15234, 20.98492, -15.91268], [11.82268, 22.07486, -15.87016], [12.10904, 19.43309, -17.16286], [10.82659, 20.65464, -17.62107], [9.69371, 19.29834, -14.15200], [9.36790, 20.77252, -15.02353], [8.44710, 20.29146, -24.48179], [8.70389, 21.11933, -23.23780], [7.55116, 20.63162, -22.35450], [6.44814, 20.59574, -23.27680], [6.90712, 20.28905, -24.58342], [8.77508, 19.26391, -24.28960], [8.84107, 20.70862, -25.40598], [8.64190, 22.17634, -23.49801], [9.65646, 20.92238, -22.74536], [7.28298, 21.28153, -21.52193], [7.62469, 19.60857, -21.97310], [6.75836, 21.13694, -25.27269], [6.30634, 19.46192, -24.96124]], "atomic_forces_ev_per_a": [[-0.71, -0.75, 0.20], [2.22, 0.83, -1.59], [-0.85, -0.14, 0.45], [-0.49, -0.21, 2.26], [1.22, 0.53, -0.69], [-0.23, 0.16, 0.41], [0.00, 0.57, 0.01], [0.07, -0.32, -0.28], [-0.08, -0.44, -0.87], [-0.73, -0.02, 0.31], [0.14, -0.40, -0.12], [-0.55, 0.23, -0.23], [0.45, 0.25, 0.35], [-0.66, -0.09, 0.31], [1.28, -0.50, -0.48], [0.10, -0.63, 0.12], [-0.63, 0.17, -1.65], [-0.07, -0.22, -0.11], [0.08, -0.05, 0.07], [-0.03, 0.12, 0.03], [0.08, 0.03, -0.02], [-0.21, 0.50, 0.40], [-0.44, -0.03, 0.34], [-0.23, 0.24, 0.67], [0.27, 0.25, 0.00], [-0.92, -0.10, 0.84], [-0.53, 1.39, 0.43], [0.25, -1.53, 0.24], [-0.61, 0.21, -0.33], [1.40, 0.01, -0.60], [0.30, 0.14, -0.25], [-0.26, 0.08, -0.04], [0.27, 0.28, -0.21], [0.04, -0.80, -0.35], [0.45, 0.20, 0.32], [-0.21, 0.21, -0.18], [-0.42, -0.46, 0.53], [0.32, 0.38, -0.33], [0.22, 0.49, -0.35], [-0.10, 0.20, 1.88], [0.47, -0.85, -1.13], [-0.95, 0.38, 0.59], [-0.11, -1.21, -0.66], [-0.12, 0.28, 0.33], [0.57, 0.14, 0.12], [0.18, -0.82, -0.64], [-0.26, 0.29, -0.18], [-0.33, 0.27, 0.47], [0.11, 0.42, -0.23], [-0.03, -0.06, -0.19], [0.38, 0.39, 0.01], [-1.25, 0.91, -0.85], [-0.21, -1.29, -0.29], [-0.39, 1.09, -0.68], [-0.55, -0.43, -0.14], [1.09, -0.18, -0.43], [0.24, -0.19, 0.09], [0.38, 0.15, 0.35], [0.68, -0.47, 0.46], [-0.12, 0.22, 0.34], [0.07, -0.07, 0.26], [0.30, -0.12, 0.32], [0.04, 0.10, 0.06], [-0.23, 0.27, 0.47], [-1.19, -0.21, -0.20], [1.62, 0.22, 1.18], [0.07, -0.08, 0.44], [-0.57, 0.15, -0.54], [0.27, 0.66, 1.34], [0.01, 0.34, -0.08], [0.15, -0.21, 0.16], [-0.05, 0.22, -0.36], [-0.17, -0.59, -0.53], [-0.43, 0.46, -0.37], [-0.03, -0.54, 0.48], [-0.20, -0.48, -0.68], [0.53, -0.01, -0.79], [2.49, -1.11, -0.08], [0.17, -0.02, 0.77], [-1.78, -1.46, -0.46], [1.15, 0.71, -0.45], [-2.88, -0.17, 0.10], [-0.98, 0.21, -0.49], [-0.12, 0.42, 0.17], [0.43, 0.10, -0.28], [-0.18, 0.49, 0.11], [0.01, 0.27, -0.12], [0.36, 0.55, 0.24], [1.18, 0.45, 0.44], [0.07, -0.43, -0.06], [0.07, 0.52, 0.17], [-0.53, 0.75, 1.57], [1.70, 0.64, 0.99], [-0.51, -0.51, -0.48], [-0.12, -0.42, -0.45], [-0.24, 0.04, -0.08], [-0.12, -0.40, -0.37], [-0.02, -0.40, -0.15], [-0.23, -0.07, -0.78], [-0.61, -0.41, -0.77], [-0.21, -0.26, -0.16], [0.36, 0.11, 0.31], [0.36, 0.44, 0.24], [-0.41, -1.48, -0.17], [-0.01, -0.54, 0.57], [-0.79, 0.38, -0.88], [-0.67, 0.32, 0.46], [0.49, 1.59, -0.06], [0.40, 0.15, -0.34], [0.41, -0.26, 0.11], [-0.22, 0.08, 0.42], [0.16, 0.03, -0.28], [0.01, 0.14, -0.11], [0.77, 0.03, 0.10], [-0.84, 0.00, 0.31], [0.68, -0.43, -0.07]], "largest_force_ev_per_a": 2.88, "relative_energy_kcal_mol": 14.22, "homo_lumo_gap_ev": 9.14, "total_energy_ev": -57358.0142, "smiles": "CNC(C)=O.C1CCOC1.C1CCOC1.C1CCOC1.C1CCOC1.C1CCOC1.C1CCOC1.C1CCOC1.C1CCOC1"}